44
Properties=species:S:1:pos:R:3 method="wB97M-V/def2-TZVPD" max_force_ha_per_bohr=0.0408 orbital_gap_ev=5.580 total_charge=+1 relative_energy_kcal_mol=6.63
H -0.83 4.41 -1.67
H 0.46 -4.62 3.94
H 4.18 -2.54 3.65
C 2.40 -1.33 3.51
C 1.74 0.82 3.30
N 2.83 0.00 3.40
H -3.37 -2.92 1.87
H -0.83 1.62 3.61
H -0.78 -2.52 3.75
C -1.26 4.81 -0.76
H -1.59 3.93 2.31
H 4.40 1.11 4.26
C -4.26 -1.79 3.46
C -4.14 -0.68 4.28
H 4.89 -0.41 3.51
H -1.37 -1.52 1.74
C 1.00 -3.69 3.81
H -3.51 8.14 1.23
C -2.30 5.76 1.52
C 2.39 -3.71 3.78
C -1.86 6.05 -0.78
H -3.20 8.34 -0.42
H 4.46 0.97 2.49
C -3.03 0.13 4.20
C -2.40 6.56 0.39
H -4.91 -0.46 5.00
H -5.12 -2.43 3.54
C -0.75 0.57 3.38
C 0.30 -2.52 3.68
H -2.70 6.11 2.45
H 1.79 1.89 3.22
C -2.14 -1.29 2.46
N -1.15 4.04 0.32
H -1.91 6.62 -1.69
C -3.27 -2.07 2.53
C 0.99 -1.33 3.49
C -1.68 4.54 1.43
N -2.99 7.82 0.43
C 3.10 -2.54 3.65
H 2.91 -4.65 3.85
C 4.22 0.44 3.42
H -2.94 0.99 4.84
C -1.96 -0.19 3.33
C 0.57 0.05 3.33

=====

108
Properties=species:S:1:pos:R:3 method="wB97M-V/def2-TZVPD" smiles="COC[C@H](C)N.NC(N)=O.NC(N)=O.NC(N)=O.NC(N)=O.NC(N)=O.NC(N)=O.NC(N)=O.NC(N)=O.CCO.CCO.CCO" max_force_ha_per_bohr=0.0518 orbital_gap_ev=9.099
H -0.52 -1.25 1.60
N -1.42 3.93 -0.07
N 1.47 5.62 0.02
H -5.52 0.39 -2.53
C -4.05 3.05 2.93
H -1.30 -0.25 6.14
H 1.94 6.32 -0.50
H -4.73 -0.79 -3.62
H 2.56 -1.29 -3.58
H 2.25 1.55 -0.59
H 3.97 0.79 -6.14
O -3.57 -1.96 -1.81
H 0.51 1.15 2.10
H 0.53 -3.20 0.72
H 2.13 1.51 2.68
C -0.73 -3.55 2.30
O 2.41 -0.48 -5.87
C -0.81 -1.22 6.02
H -4.23 -0.83 0.39
H -0.77 3.02 4.91
N -4.97 -0.42 -2.72
N 0.48 -3.53 1.67
O 1.65 3.01 4.48
C 0.76 -0.51 -4.14
H 3.42 5.00 -1.28
H -5.17 0.35 -0.49
N 4.63 -0.18 -1.80
C -1.04 -1.07 0.65
N -0.48 2.56 4.07
H 0.77 -2.06 5.00
H 3.47 3.28 -0.81
H 4.11 -0.98 -2.10
H 0.21 -1.26 -4.73
N -4.53 2.68 4.14
C 3.28 0.21 -6.75
H 3.88 -0.50 -7.32
H -0.71 3.51 -0.65
H 1.32 -1.99 -2.80
C 4.02 0.97 -1.37
N 2.67 0.87 -1.21
O -1.78 -3.27 1.73
N -0.69 -4.02 3.58
H -1.19 2.07 3.55
H -1.55 0.69 -0.54
H 3.55 -1.22 0.61
H 2.17 0.11 -1.67
C -4.30 -0.98 -1.69
H -1.58 -1.92 5.69
H -4.79 3.50 4.66
N -4.54 -0.44 -0.48
H -1.81 -3.97 -2.10
H 5.61 -0.19 -2.02
H -1.61 -4.00 3.99
H 1.33 -3.73 2.15
O 1.35 3.35 0.43
C 0.84 2.36 3.81
C 3.28 -3.22 0.14
O -2.40 4.99 -1.85
C 1.88 4.34 -0.12
O 1.11 -3.97 -2.64
H -4.15 1.12 2.36
N -3.79 2.01 2.07
N 4.58 -3.45 0.52
N 1.66 -1.10 -3.15
C -0.90 0.39 0.27
C -1.07 -4.73 -1.87
O 4.61 1.98 -0.99
N 1.13 1.56 2.77
H -0.85 0.89 -4.27
C -2.33 4.75 -0.64
H -1.21 1.08 1.06
O -3.97 4.23 2.61
H 2.22 1.01 -4.48
C 0.27 -1.08 4.94
H -0.81 -2.24 7.60
H 5.16 -2.75 0.92
N -3.08 5.45 0.27
O -0.62 -1.99 -0.34
H -2.06 -1.42 0.84
H 0.64 5.73 0.59
H 0.08 -4.46 4.05
H -0.20 -4.81 -3.93
H 0.12 0.76 0.14
C -0.29 0.37 -3.49
H 0.85 0.93 -5.68
C 1.59 0.37 -5.09
C 0.09 -4.91 -2.89
H -4.94 1.78 4.30
H 0.52 -5.90 -2.74
H -0.22 -1.18 3.96
H -1.52 -5.72 -1.89
H -3.69 2.31 1.11
N 3.05 4.22 -0.79
O 2.53 -4.05 -0.36
H -3.92 5.79 -0.18
H -1.32 3.93 0.93
H 2.04 -1.65 -0.19
H 1.01 -0.29 4.98
H 1.54 -4.02 -1.77
H -0.75 -4.45 -0.87
H -3.07 5.07 1.21
H 4.95 -4.33 0.20
N 2.90 -1.91 0.28
H -0.97 -0.22 -2.87
H -1.36 -2.46 -0.74
O -0.26 -1.51 7.32
H 2.84 0.92 -7.45
H 0.21 1.06 -2.81